20
Properties=species:S:1:pos:R:3 method="wB97M-V/def2-TZVPD" relative_energy_kcal_mol=60.0 gap_ev=11.3956 smiles=CC(C)C.O.O homo_energy_ev=-10.6 e_tot_ha=-311.18440
C 0.586 -0.254 -1.146
H 2.071 0.999 1.671
O -2.530 1.456 -0.539
H 1.713 -0.128 -1.263
C 0.289 0.565 0.183
H -0.468 1.409 -0.091
H 2.332 1.263 -0.036
H -0.307 -2.857 -1.752
C 1.539 1.408 0.725
H -2.917 1.492 0.319
H 0.431 -1.232 -1.004
H -1.946 0.679 -0.443
O -0.543 -3.088 -0.834
H 0.087 -2.663 -0.386
H 1.475 2.360 1.113
H 0.203 0.186 -1.960
C -0.371 -0.299 1.169
H 0.193 -1.214 1.449
H -1.373 -0.411 0.694
H -0.463 0.330 2.132

***

119
Properties=species:S:1:pos:R:3 method="wB97M-V/def2-TZVPD" relative_energy_kcal_mol=5.5 gap_ev=6.9182 homo_energy_ev=-7.3 e_tot_ha=-9406.40804
S 2.183 0.208 -5.571
C 5.850 4.049 3.156
C -5.780 -2.380 -2.931
C -4.836 -4.799 -2.456
N -2.735 -8.038 2.036
H -3.455 6.961 -2.128
C 7.495 2.354 -0.774
H 6.477 5.705 0.238
C -3.001 -5.649 1.801
C 1.458 1.049 -4.204
H 4.773 1.546 1.050
C -0.778 -3.750 0.767
H -7.556 -3.455 -3.510
H 0.196 -6.419 2.469
C 0.097 0.721 2.372
H -4.595 -7.073 2.016
C -0.671 -1.463 5.258
O -4.210 -8.360 -1.879
H 1.724 4.176 2.212
H 1.441 0.089 -7.798
O -4.316 -6.023 -2.191
H -1.731 0.406 5.814
C -3.050 5.363 -0.751
H -2.983 -5.738 0.707
C -2.926 6.032 -1.958
C -3.588 -6.912 2.400
C -1.381 -0.541 6.198
C -1.253 -0.676 -2.283
H 0.130 -2.074 5.660
Br 9.390 2.296 -0.691
O -0.167 2.689 1.122
C 0.312 2.198 2.199
F -0.899 -4.622 -0.251
N 0.090 2.658 -3.436
H 3.904 3.491 3.923
H -1.808 -2.703 -2.708
C -0.959 -3.282 3.098
C -3.894 -0.168 -1.970
C 5.499 2.974 -1.925
H 3.075 6.933 -1.405
C -6.540 -3.517 -3.138
H -3.671 5.747 0.046
C 4.535 5.183 1.034
C -4.477 -2.574 -2.488
H -2.208 -2.612 6.374
H -3.137 -8.904 2.368
H -0.192 -0.842 -2.411
H 4.820 6.802 -1.069
H -3.648 -6.778 3.492
C -0.782 -6.593 2.019
H -2.850 -1.645 4.964
H -1.030 -0.513 7.219
O 2.678 3.237 -1.796
N -1.609 0.569 -1.956
C 4.466 3.982 3.140
N 0.706 2.075 -4.506
H -1.405 -7.786 3.683
C 6.564 4.674 2.128
C -0.593 3.703 -3.709
C -2.154 -1.710 -2.458
C -0.254 -1.556 1.553
C -1.394 -7.862 2.586
H -1.211 -3.623 4.090
C 1.021 0.554 -6.907
H -1.965 6.003 -3.889
O 0.880 2.826 3.095
H -0.017 0.897 4.470
Se 0.777 5.551 -0.379
H -4.933 0.090 -1.812
O 0.285 0.184 0.066
H 7.481 3.283 -2.707
O 2.602 2.101 0.084
C -0.108 0.233 3.622
H 7.263 1.415 1.140
N 2.484 4.671 1.729
N 3.592 5.619 0.110
C 3.886 6.251 -1.160
C -2.914 0.803 -1.809
C 4.747 2.491 -0.862
C 2.353 5.276 0.538
N -6.079 -4.741 -2.911
H -3.858 -8.185 -0.986
C 5.920 5.250 1.046
O -6.223 -7.171 -1.078
C 5.379 1.917 0.234
N -0.446 -1.043 3.896
C -3.510 -1.463 -2.297
H -0.779 -8.718 2.306
N -1.652 -5.460 2.346
H 6.393 3.602 3.978
C -2.069 -1.779 5.700
C 3.260 2.615 -0.874
H -0.606 4.114 -4.716
H -6.170 -1.397 -3.148
H 4.987 3.392 -2.782
N -4.007 -3.799 -2.244
C 0.070 -0.162 1.245
C 6.884 2.910 -1.886
C -0.348 -2.483 0.510
Y 0.554 2.323 -1.001
H -0.090 -2.175 -0.492
H 3.960 5.498 -1.943
H 7.646 4.692 2.169
H -3.195 1.813 -1.545
C -1.436 4.317 -2.678
S -5.382 -7.331 -2.236
C -2.321 4.200 -0.561
C -2.101 5.507 -2.938
H 0.053 0.110 -6.687
H 0.913 1.622 -7.063
C -1.113 -4.177 2.063
C 6.761 1.846 0.285
H -3.610 -4.783 2.067
H -2.328 3.677 0.388
C -0.546 -1.963 2.859
H -0.651 -6.708 0.936
C 3.822 4.567 2.061
N -1.541 3.675 -1.504
S 1.889 0.414 -2.683

***

15
Properties=species:S:1:pos:R:3 method="wB97M-V/def2-TZVPD" relative_energy_kcal_mol=59.1 gap_ev=10.8603 smiles="[H][H].CC=O.C=C" homo_energy_ev=-9.8 e_tot_ha=-233.55071
H -2.309 1.242 0.535
H -0.249 -1.895 -1.358
O 1.688 -0.433 0.797
H 1.448 -1.342 -1.588
H -0.907 2.423 0.759
C -0.733 1.095 -0.869
C -1.349 1.614 0.186
H 0.786 0.923 2.060
C 0.717 -1.028 0.390
C 0.738 -1.805 -0.897
H -0.221 -1.066 0.981
H 1.098 -2.812 -0.658
H 0.250 1.438 -1.183
H 0.225 1.352 2.297
H -1.181 0.295 -1.453